1.
{
  "formula": "C28H33BN3",
  "method": "wB97M-V/def2-TZVPD",
  "elements": ["C", "N", "C", "C", "C", "C", "C", "N", "C", "C", "C", "C", "C", "C", "C", "C", "C", "C", "C", "C", "C", "H", "H", "H", "H", "H", "H", "H", "H", "H", "H", "H", "H", "H", "H", "H", "H", "H", "C", "C", "C", "C", "C", "C", "C", "N", "B", "H", "C", "C", "H", "H", "H", "H", "H", "H", "H", "H", "H", "H", "H", "H", "H", "H", "H"],
  "xyz": [[6.5346, 0.2347, -2.1420], [5.3604, -0.4631, -1.6609], [4.1205, 0.1113, -1.5322], [3.2122, -0.8306, -1.0739], [1.7363, -0.5651, -0.9143], [0.8585, -1.7116, -1.3284], [1.0927, -2.8410, -2.1024], [-0.0267, -3.6342, -2.1131], [-0.1273, -4.8805, -2.8332], [-1.0182, -3.0618, -1.3274], [-0.4803, -1.8727, -0.7828], [-1.2547, -1.1450, 0.1138], [-2.5765, -1.5418, 0.3593], [-3.1032, -2.6912, -0.2417], [-2.3137, -3.4952, -1.0826], [3.9423, -2.0758, -0.9335], [5.2924, -1.8091, -1.3107], [6.3059, -2.7619, -1.4062], [5.9762, -4.0812, -1.0399], [4.6730, -4.3573, -0.5886], [3.6692, -3.3743, -0.5133], [7.4251, -0.3910, -2.0669], [6.4339, 0.5301, -3.1927], [6.7299, 1.1611, -1.5889], [3.9406, 1.1739, -1.6667], [1.4002, 0.3847, -1.3311], [1.9693, -3.1780, -2.6645], [-1.0791, -5.3613, -2.6235], [-0.0680, -4.7285, -3.9149], [0.6737, -5.5694, -2.5475], [-0.8037, -0.2748, 0.5712], [-3.1827, -0.9158, 1.0168], [-4.1342, -2.9534, -0.0077], [-2.7133, -4.4079, -1.5355], [7.2964, -2.5188, -1.7984], [6.7146, -4.8958, -1.1030], [4.4221, -5.3808, -0.2963], [2.6810, -3.5701, -0.1264], [-4.8442, 4.9417, 0.8822], [-4.5444, 3.9820, 2.0400], [-4.6533, 4.7412, 3.3580], [-5.5626, 2.8358, 2.0349], [-3.1516, 3.4001, 1.8690], [-2.1834, 3.5043, 2.8866], [-0.9488, 2.9672, 2.6716], [-0.5808, 2.3784, 1.4988], [0.8053, 1.9155, 1.6574], [1.5439, -0.5785, 0.1612], [-1.5330, 2.2243, 0.5315], [-2.8230, 2.7182, 0.6729], [-4.7968, 4.4307, -0.0871], [-5.8518, 5.3423, 1.0304], [-4.1221, 5.7688, 0.8767], [-4.4798, 4.0917, 4.2195], [-3.9547, 5.5807, 3.4026], [-5.6650, 5.1344, 3.4247], [-5.3606, 2.1446, 2.8635], [-6.5601, 3.2686, 2.1585], [-5.5250, 2.2706, 1.0955], [-2.3076, 4.0298, 3.8457], [-0.1738, 2.9730, 3.4199], [1.5787, 2.4555, 1.0014], [0.9264, 0.9419, 2.3259], [-1.2408, 1.6719, -0.3526], [-3.5709, 2.6081, -0.1587]],
  "atomic_forces_ev_per_a": [[0.3, 0.3, -0.3], [0.4, 0.1, 0.1], [-0.6, -1.1, 0.8], [0.4, 0.8, -1.0], [0.4, -1.4, 0.8], [-0.4, -0.8, -0.4], [-0.3, 1.0, 0.3], [-0.4, 0.0, 0.2], [0.1, -0.3, -0.3], [0.7, -0.3, -0.5], [0.4, -0.4, -0.6], [-0.5, -0.1, -0.3], [0.8, 0.6, 0.0], [0.2, -0.4, -0.2], [-0.7, 0.3, 0.5], [1.0, 0.4, 0.0], [-0.3, 1.0, -0.6], [-0.2, -1.1, 0.2], [0.0, 0.8, -0.2], [-0.7, 0.1, 0.2], [0.5, -0.6, 0.0], [-0.2, 0.0, 0.1], [-0.1, -0.2, 0.1], [-0.2, -0.3, 0.1], [0.2, -0.3, -0.3], [0.2, 0.1, -0.1], [-0.4, 0.4, 0.3], [0.0, 0.0, 0.1], [0.0, 0.1, 0.1], [-0.1, 0.1, 0.1], [-0.2, 0.0, 0.2], [0.0, -0.4, -0.1], [0.3, -0.1, -0.2], [0.1, 0.4, 0.2], [-0.3, -0.1, 0.3], [-0.4, 0.6, 0.0], [0.1, 0.4, 0.0], [0.0, -0.5, 0.0], [0.2, 0.0, 0.0], [0.3, 0.0, 0.1], [-0.1, 0.0, 0.0], [0.1, -0.2, 0.0], [-0.3, 0.0, -0.2], [0.1, 0.3, 0.0], [0.2, -0.3, -0.6], [-2.7, 0.4, 0.7], [0.2, -1.5, -0.9], [0.0, 0.7, 0.4], [0.2, 0.1, -0.2], [0.3, 0.2, 0.3], [-0.1, 0.2, 0.2], [0.2, 0.0, -0.2], [-0.2, -0.1, -0.1], [-0.1, 0.1, 0.0], [-0.1, 0.0, 0.0], [0.0, 0.1, 0.2], [-0.2, 0.1, -0.2], [0.1, -0.2, 0.0], [-0.1, 0.1, 0.2], [-0.3, -0.4, -0.7], [0.1, 0.2, 0.4], [0.9, 0.4, -0.2], [0.3, 0.4, 0.2], [0.1, 0.1, 0.0], [1.0, 0.0, 1.0]],
  "de_lowest_kcal_mol": 0.0,
  "charge": 1,
  "multiplicity": 1
}

***

2.
{
  "formula": "C28H33Cl2N6O4SSn",
  "method": "wB97M-V/def2-TZVPD",
  "elements": ["Sn", "O", "C", "C", "C", "C", "C", "C", "N", "H", "H", "H", "H", "H", "H", "H", "N", "C", "C", "C", "C", "C", "C", "C", "C", "N", "C", "H", "H", "H", "H", "H", "H", "H", "H", "Cl", "C", "C", "C", "Cl", "C", "O", "C", "C", "O", "C", "H", "H", "H", "C", "N", "C", "C", "C", "O", "H", "H", "H", "H", "H", "H", "H", "H", "H", "C", "N", "C", "N", "S", "H", "H", "H", "H", "H", "H"],
  "xyz": [[0.0526, -0.3215, -0.7726], [-1.2388, 1.3209, -2.1897], [-1.1934, 1.4229, -3.5432], [-0.1054, 0.4396, -4.0955], [0.3049, 0.4407, -5.4132], [1.0159, -0.6147, -5.8993], [1.4177, -1.5822, -5.0316], [0.9536, -1.5160, -3.7008], [0.1310, -0.6104, -3.2845], [-2.0978, 1.3551, -1.7837], [-1.0471, 2.5260, -3.8034], [-2.0815, 1.1638, -4.0650], [-0.0592, 1.2521, -6.0673], [1.2475, -0.5890, -7.0018], [1.9951, -2.4215, -5.3226], [1.1971, -2.3026, -3.0062], [-0.4392, -3.7371, 1.5068], [0.5597, -2.9874, 2.0326], [1.9099, -3.2006, 1.7926], [2.9298, -2.4562, 2.3302], [2.6759, -1.3058, 3.1818], [1.3067, -1.0069, 3.3278], [0.8750, 0.0245, 4.2671], [-0.3935, 0.3259, 4.5371], [-1.3346, -0.5716, 3.8634], [-1.0170, -1.5706, 3.0902], [0.3197, -1.7900, 2.7732], [-0.1597, -4.2870, 0.7083], [-1.3711, -3.3769, 1.6128], [2.2576, -4.0160, 1.1298], [3.9917, -2.5381, 2.2229], [3.5302, -0.7295, 3.5989], [1.7269, 0.4643, 4.7921], [-0.8465, 1.1292, 5.1373], [-2.3785, -0.4287, 4.0156], [-2.5860, 5.8674, 3.0860], [-2.0858, 4.4665, 2.2608], [-3.1791, 3.6785, 1.8152], [-2.9245, 2.4449, 1.2571], [-4.2384, 1.3806, 0.6751], [-1.5959, 1.9107, 1.0638], [-1.4297, 0.6871, 0.6533], [-0.5150, 2.8048, 1.3980], [0.8997, 2.3858, 1.3162], [1.3046, 1.3056, 0.8896], [-0.8006, 4.0728, 2.0466], [-4.1871, 4.0352, 1.8404], [1.5884, 3.1344, 1.8040], [0.0086, 4.7783, 2.2403], [5.0148, 1.5931, -0.6563], [3.7912, 0.8930, -0.9679], [3.7813, -0.5336, -0.8974], [2.6880, 1.4131, -1.4715], [2.4875, 2.8730, -1.7019], [1.7794, 0.6587, -1.8716], [4.8176, 2.5921, -0.9238], [5.8545, 1.1664, -1.2632], [5.2493, 1.3790, 0.3208], [3.7708, -0.9716, -1.8912], [3.0159, -0.9860, -0.2341], [4.6688, -0.8318, -0.3872], [3.1457, 3.4823, -1.1334], [1.4231, 3.1390, -1.5531], [2.5939, 3.1078, -2.7542], [-5.7012, -3.4497, 0.6698], [-4.7575, -3.0090, -0.3249], [-3.6238, -2.2613, -0.1420], [-3.1968, -1.9328, 1.0545], [-2.8475, -1.8211, -1.6056], [-6.3715, -2.7419, 1.1445], [-5.0605, -3.8961, 1.5052], [-6.2373, -4.2636, 0.2489], [-4.8794, -3.2356, -1.3005], [-3.8013, -2.0435, 1.8225], [-2.4998, -1.1768, 1.0266]],
  "atomic_forces_ev_per_a": [[-0.7, -0.3, 0.3], [0.8, -0.5, 2.4], [1.9, 1.4, -2.3], [-1.7, 0.0, 0.6], [-1.4, 1.8, 0.3], [0.8, 0.3, -2.3], [-0.3, -0.4, 1.4], [0.8, -1.4, -1.6], [-0.5, 2.0, 0.1], [-0.9, -0.1, 0.1], [0.4, -1.4, -0.1], [-1.2, -0.5, -0.1], [0.4, -0.5, 0.4], [0.0, -0.4, 1.4], [0.5, -0.6, -0.3], [0.2, -0.3, 0.2], [0.5, -0.2, 0.1], [1.3, 1.7, -0.1], [0.7, -1.8, -1.4], [0.1, 4.1, 2.8], [0.0, -2.0, -2.0], [0.8, 1.2, 2.0], [2.4, 0.0, -0.1], [-2.2, -1.0, -1.1], [1.0, 0.2, -0.1], [0.3, 0.7, 0.0], [-2.3, -1.2, 0.4], [-0.6, 0.0, 0.1], [-0.2, 0.0, -0.2], [-0.6, 0.2, 0.4], [0.3, -1.1, -0.7], [-1.0, -0.4, -0.2], [-0.4, 0.4, -0.1], [0.8, -0.5, 0.0], [-0.8, 0.1, 0.2], [0.4, 1.1, 0.4], [-1.1, -0.9, -0.4], [1.1, -1.3, -0.7], [0.0, -0.6, -0.4], [0.6, 0.9, 0.4], [0.4, 0.4, 0.4], [0.1, 0.5, -0.5], [-0.2, 0.2, 0.6], [-1.2, 0.2, 0.8], [0.1, 0.7, -0.2], [0.5, -0.7, -1.1], [-0.3, 0.2, 0.3], [-0.1, -0.6, -0.5], [-0.1, -0.4, 0.3], [0.0, -1.3, -2.6], [-0.9, -0.1, -0.4], [0.1, -1.3, 0.9], [0.1, 0.9, -0.4], [-0.9, 0.1, -0.2], [-0.4, -0.2, 0.2], [0.6, 1.3, 0.2], [-0.7, 0.5, 0.2], [0.6, 0.2, 2.5], [-0.2, -0.2, 0.0], [-0.1, 0.6, -0.6], [1.0, -0.2, 0.1], [0.3, 0.7, 0.5], [0.6, -0.3, 0.5], [0.5, -0.2, -0.3], [2.2, -1.0, 1.8], [0.9, 1.2, 0.0], [-1.6, -1.0, -2.2], [1.1, 0.8, -0.8], [0.6, 0.2, 0.5], [0.0, 0.5, -0.4], [-1.0, 0.4, -0.7], [-0.7, -0.6, -0.2], [-0.3, 0.0, 0.2], [-0.5, 0.0, 1.2], [-0.4, -0.4, 0.7]],
  "de_lowest_kcal_mol": 54.5,
  "charge": 1,
  "multiplicity": 1
}

***

3.
{
  "formula": "C28H33N3O6S",
  "method": "wB97M-V/def2-TZVPD",
  "elements": ["C", "O", "C", "C", "C", "C", "C", "C", "N", "C", "C", "O", "C", "O", "N", "C", "C", "C", "N", "S", "O", "O", "C", "C", "C", "C", "C", "C", "C", "C", "C", "C", "C", "C", "C", "C", "O", "C", "H", "H", "H", "H", "H", "H", "H", "H", "H", "H", "H", "H", "H", "H", "H", "H", "H", "H", "H", "H", "H", "H", "H", "H", "H", "H", "H", "H", "H", "H", "H", "H", "H"],
  "xyz": [[2.1211, -1.6208, -4.1099], [2.4653, -1.1171, -2.8453], [2.0211, 0.1353, -2.5096], [1.1942, 0.9218, -3.2917], [0.7704, 2.1653, -2.8431], [1.1746, 2.6481, -1.6118], [0.6731, 3.9725, -1.1078], [-0.5576, 3.8046, -0.1876], [-0.2118, 3.1543, 1.0496], [-0.4386, 3.7236, 2.2575], [-0.0356, 2.8391, 3.4170], [-0.9215, 4.8296, 2.3850], [-1.6607, 3.0814, -0.9672], [-1.9834, 3.4249, -2.0878], [-2.2364, 2.0444, -0.3287], [-3.1887, 1.1829, -1.0054], [-2.4617, 0.3257, -2.0513], [-1.3703, -0.5059, -1.3725], [-1.7689, -0.9538, -0.0495], [-0.9333, -0.4341, 1.2920], [0.2493, 0.2813, 0.8836], [-1.8073, 0.2798, 2.1900], [-0.4935, -1.9857, 2.0614], [-1.1227, -2.3143, 3.2286], [-0.8424, -3.5348, 3.8611], [0.0666, -4.3947, 3.3090], [0.7360, -4.0762, 2.1083], [1.6888, -4.9435, 1.5335], [2.3362, -4.6047, 0.3777], [2.0537, -3.3877, -0.2614], [1.1241, -2.5307, 0.2603], [0.4500, -2.8425, 1.4567], [-3.1970, -1.0704, 0.1445], [-3.9157, 0.2821, 0.0002], [2.0308, 1.8709, -0.8342], [2.4509, 0.6220, -1.2571], [3.2716, -0.2084, -0.5526], [3.5486, 0.1214, 0.7857], [2.4877, -0.9766, -4.9158], [1.0375, -1.7482, -4.2148], [2.6046, -2.5942, -4.1831], [0.8588, 0.5742, -4.2558], [0.1092, 2.7550, -3.4583], [1.4521, 4.4904, -0.5460], [0.3686, 4.5924, -1.9510], [-0.9358, 4.7993, 0.0837], [0.1726, 2.2189, 0.9966], [-0.6469, 1.9385, 3.4034], [-0.1901, 3.3716, 4.3508], [1.0088, 2.5496, 3.3275], [-1.9497, 1.8015, 0.6076], [-3.9004, 1.8389, -1.5216], [-3.1900, -0.3187, -2.5455], [-2.0096, 0.9773, -2.7977], [-0.4648, 0.0903, -1.2520], [-1.1269, -1.3870, -1.9793], [-1.8272, -1.6174, 3.6550], [-1.3472, -3.7826, 4.7820], [0.2909, -5.3359, 3.7900], [1.9015, -5.8787, 2.0314], [3.0715, -5.2713, -0.0482], [2.5780, -3.1112, -1.1627], [0.9207, -1.5939, -0.2260], [-3.3568, -1.4843, 1.1406], [-3.5679, -1.7892, -0.5916], [-4.9406, 0.1080, -0.3284], [-3.9483, 0.7838, 0.9673], [2.3692, 2.2588, 0.1129], [2.6230, 0.2673, 1.3509], [4.0937, -0.7300, 1.1915], [4.1742, 1.0178, 0.8597]],
  "atomic_forces_ev_per_a": [[-0.1, -0.1, -0.2], [0.0, 0.3, 0.4], [0.1, -0.1, 0.1], [0.1, -0.2, 0.0], [0.0, 0.1, 0.1], [0.1, 0.1, -0.2], [-0.3, 0.0, 0.0], [0.1, 0.5, -0.2], [0.0, -0.2, -0.5], [0.2, -0.2, 0.3], [-0.1, 0.2, 0.1], [-0.1, 0.3, 0.1], [0.1, 0.1, 0.6], [-0.1, 0.2, -0.4], [-0.1, -0.3, 0.2], [-0.2, 0.1, -0.5], [0.0, 0.1, 0.3], [0.5, 0.1, -0.6], [0.7, 0.5, 0.9], [-0.2, -0.6, 0.0], [0.1, -0.5, -0.1], [-0.2, -0.3, 0.0], [-0.4, 0.6, 0.1], [-0.1, 0.3, -0.1], [0.2, -0.3, 0.0], [-0.2, 0.1, 0.2], [-0.1, 0.4, -0.2], [0.1, 0.0, -0.1], [0.0, -0.2, 0.2], [-0.1, 0.2, 0.0], [0.2, -0.1, -0.2], [0.3, -0.4, 0.0], [-0.6, -0.1, 0.3], [0.1, -0.1, 0.0], [0.2, -0.2, -0.1], [0.1, -0.2, -0.2], [-0.2, 0.0, -0.5], [0.0, 0.1, 0.3], [0.0, 0.0, 0.0], [0.0, 0.0, 0.0], [-0.1, 0.1, 0.0], [0.0, -0.1, -0.1], [-0.1, 0.1, 0.0], [-0.1, 0.1, 0.0], [0.1, 0.0, 0.0], [0.0, -0.2, -0.1], [0.0, 0.1, 0.1], [0.0, -0.1, 0.1], [0.0, 0.0, 0.0], [0.1, -0.1, 0.0], [-0.1, 0.3, 0.0], [0.1, -0.2, 0.1], [0.0, 0.0, -0.1], [0.0, -0.1, -0.1], [0.0, -0.1, -0.2], [0.1, 0.1, 0.0], [-0.1, 0.0, 0.1], [0.0, 0.0, 0.1], [0.0, -0.1, 0.1], [0.0, -0.1, 0.0], [0.1, -0.1, 0.0], [0.0, 0.1, -0.1], [0.1, 0.1, -0.2], [-0.2, -0.1, -0.1], [0.1, 0.0, 0.1], [0.0, 0.0, 0.0], [-0.1, 0.0, 0.0], [0.1, 0.0, 0.2], [0.1, 0.0, 0.0], [0.0, 0.1, 0.0], [0.0, 0.0, 0.0]],
  "de_lowest_kcal_mol": 0.0,
  "multiplicity": 1,
  "smiles": "COc1ccc(C[C@H](NC(C)=O)C(=O)NC2CCN(S(=O)(=O)c3cccc4ccccc34)CC2)cc1OC"
}

***

4.
{
  "formula": "C28H33N4OSZr",
  "method": "wB97M-V/def2-TZVPD",
  "elements": ["Zr", "C", "C", "N", "C", "C", "C", "C", "C", "C", "C", "N", "C", "C", "N", "N", "H", "H", "H", "H", "H", "H", "H", "H", "H", "H", "H", "H", "H", "H", "H", "H", "H", "H", "C", "C", "C", "C", "C", "H", "H", "H", "H", "H", "O", "S", "C", "C", "C", "C", "C", "C", "C", "C", "C", "C", "C", "C", "H", "H", "H", "H", "H", "H", "H", "H", "H", "H"],
  "xyz": [[0.4633, 1.2758, -0.8502], [1.4133, 0.5193, -3.8593], [-0.0813, 0.7390, -3.9365], [-0.7296, 0.3107, -2.6532], [-0.8032, -1.1790, -2.5360], [0.3320, -1.7679, -1.7394], [0.5642, -3.1322, -1.6946], [1.5681, -3.6074, -0.8650], [2.3037, -2.7183, -0.0898], [2.0290, -1.3699, -0.1911], [2.7204, -0.3394, 0.6667], [2.6021, 1.0324, 0.0926], [3.6614, 1.3483, -0.9250], [3.3171, 0.7773, -2.2819], [1.9694, 1.2629, -2.6953], [1.0694, -0.9143, -1.0172], [1.8930, 0.8338, -4.7877], [1.6500, -0.5364, -3.7220], [-0.4909, 0.1665, -4.7707], [-0.3188, 1.7912, -4.0966], [-1.6867, 0.6528, -2.6808], [-0.8489, -1.6261, -3.5313], [-1.7429, -1.4269, -2.0370], [-0.0281, -3.8073, -2.2984], [1.7752, -4.6689, -0.8174], [3.0828, -3.0684, 0.5744], [3.7687, -0.6094, 0.8088], [2.2433, -0.3297, 1.6505], [2.7391, 1.6828, 0.8618], [4.6259, 0.9733, -0.5787], [3.7339, 2.4359, -0.9757], [3.2889, -0.3112, -2.2700], [4.0721, 1.0735, -3.0124], [2.0868, 2.2279, -2.9923], [-0.8810, 3.2723, -1.5518], [-1.1909, 3.0158, -0.1972], [-0.0323, 3.2457, 0.5657], [0.9977, 3.6644, -0.3132], [0.4691, 3.6900, -1.6189], [-1.5772, 3.2445, -2.3777], [-2.1476, 2.6872, 0.1806], [0.0526, 3.1415, 1.6374], [1.9889, 3.9842, -0.0257], [0.9787, 4.0353, -2.5065], [-0.6191, 0.3370, 0.6790], [-1.4402, -0.9476, 1.0868], [-0.6445, -1.4873, 2.5489], [-0.2718, -0.6049, 3.5658], [0.3322, -1.1217, 4.6954], [0.5429, -2.4966, 4.8098], [0.1631, -3.3613, 3.7967], [-0.4317, -2.8579, 2.6450], [-3.0111, -0.3052, 1.5210], [-4.0871, -1.1220, 1.1927], [-5.3658, -0.7182, 1.5592], [-5.5446, 0.4847, 2.2221], [-4.4554, 1.3010, 2.5293], [-3.1753, 0.9094, 2.1882], [-0.4554, 0.4571, 3.4820], [0.6254, -0.4636, 5.5021], [1.0018, -2.8926, 5.7061], [0.3188, -4.4263, 3.9018], [-0.7438, -3.5229, 1.8488], [-3.9401, -2.0623, 0.6752], [-6.2161, -1.3432, 1.3239], [-6.5412, 0.7975, 2.5039], [-4.6136, 2.2383, 3.0454], [-2.3281, 1.5372, 2.4289]],
  "atomic_forces_ev_per_a": [[-0.3, 0.0, 0.4], [0.1, 0.0, 0.0], [0.0, -0.1, 0.1], [0.2, -0.1, 0.0], [-0.1, 0.2, 0.0], [0.0, -0.1, 0.0], [0.0, 0.1, -0.1], [0.0, 0.0, 0.0], [0.1, 0.0, -0.1], [0.0, -0.1, 0.0], [0.0, 0.0, -0.1], [0.0, -0.2, -0.2], [-0.1, 0.0, 0.2], [-0.1, 0.0, -0.2], [0.0, 0.0, 0.0], [0.0, 0.0, 0.1], [0.0, 0.0, 0.0], [0.0, 0.0, 0.0], [-0.1, 0.1, 0.0], [0.0, 0.0, 0.0], [0.0, 0.0, 0.0], [0.0, 0.0, 0.0], [0.0, 0.0, 0.0], [0.0, 0.0, 0.0], [0.0, 0.0, 0.0], [0.0, 0.0, 0.0], [0.0, 0.0, 0.0], [0.0, 0.0, 0.0], [0.0, 0.0, 0.0], [0.0, 0.0, 0.0], [0.0, 0.0, 0.0], [0.0, 0.0, 0.0], [0.0, 0.0, 0.0], [0.0, 0.0, 0.0], [0.0, 0.0, -0.1], [-0.1, 0.0, 0.0], [0.0, 0.1, 0.1], [0.0, 0.0, 0.0], [0.0, -0.1, -0.1], [0.0, 0.0, 0.0], [0.0, 0.0, 0.0], [0.0, 0.0, 0.0], [0.0, 0.0, 0.0], [0.0, 0.0, 0.0], [0.0, 0.2, -0.3], [0.2, 0.1, -0.3], [0.1, 0.1, 0.2], [0.0, -0.1, -0.1], [0.0, 0.0, 0.0], [0.0, 0.0, 0.1], [0.0, 0.0, -0.1], [0.0, 0.0, 0.1], [-0.1, 0.0, 0.1], [-0.1, 0.0, 0.0], [0.0, 0.0, 0.0], [0.0, 0.0, 0.0], [0.0, 0.0, 0.0], [0.0, -0.1, 0.0], [0.0, 0.0, 0.0], [0.0, 0.0, 0.0], [0.0, 0.0, 0.0], [0.0, 0.0, 0.0], [0.0, 0.0, 0.0], [0.0, 0.0, 0.0], [0.0, 0.0, 0.0], [0.0, 0.0, 0.0], [0.0, 0.0, 0.0], [0.0, 0.0, 0.0]],
  "de_lowest_kcal_mol": 0.6,
  "charge": 3,
  "multiplicity": 1
}

***

Number 1: HOMO-LUMO gap 5.2 eV. Number 2: HOMO-LUMO gap 7.1 eV. Number 3: HOMO-LUMO gap 7.8 eV. Number 4: HOMO-LUMO gap 8.1 eV.